1) Entry from OMol25: the molecule C6H5NO2 (ωB97M-V/def2-TZVPD).

Geometry as XYZ:
```
14
Properties=species:S:1:pos:R:3:lowdin_charge:R:1
C -2.3903 0.7965 -0.0533 -0.022
C -2.9135 -0.4610 -0.0263 -0.148
C -0.9829 0.6015 0.0115 -0.326
C -0.7530 -0.7465 0.0657 -0.045
C 1.8644 0.3149 0.0358 -0.003
C 2.9776 -0.5777 0.0183 -0.036
N 1.2356 1.3351 0.0136 0.103
O -1.9311 -1.3841 0.0437 -0.050
O -0.0725 1.6479 0.0130 0.007
H -2.9025 1.7333 -0.1044 0.101
H -3.9274 -0.8115 -0.0531 0.112
H 2.8054 -1.3987 0.7166 0.103
H 3.0943 -0.9912 -0.9834 0.101
H 3.8960 -0.0584 0.3020 0.104
```

Kohn-Sham gap (spin up / spin down) ... 6.85 / 6.60 eV
Charge ... 0



2) Entry from OMol25: the molecule C6H5NO2 (ωB97M-V/def2-TZVPD).

Geometry as XYZ:
```
14
Properties=species:S:1:pos:R:3:lowdin_charge:R:1
O 3.4583 -0.3139 0.5057 -0.046
N 2.8288 0.3611 -0.3986 0.083
C 1.2817 0.2068 -0.2007 -0.252
C 0.7967 -1.1004 -0.1986 -0.013
C -0.5770 -1.2359 -0.1165 0.022
C -1.2908 -0.0247 0.0614 -0.299
O -2.6448 -0.0359 0.1099 0.146
C -0.7829 1.2348 0.0429 0.065
C 0.6499 1.3155 -0.0764 -0.006
H 1.3923 -1.9765 -0.3129 0.107
H -1.4519 -1.8557 0.2178 0.146
H -3.1739 -0.6367 0.1219 -0.050
H -1.4086 1.9103 -0.0076 0.041
H 0.9221 2.1514 0.2517 0.056
```

Kohn-Sham gap ... 8.52 eV
Charge ... 0



It is 1) that is the least stable of them.



1) Entry from OMol25: the molecule C5H10N2O (ωB97M-V/def2-TZVPD).

Geometry as XYZ:
```
18
Properties=species:S:1:pos:R:3:lowdin_charge:R:1
H 1.6068 1.2315 1.1936 0.095
N 2.1503 0.3358 0.8773 0.125
C 1.3818 -0.1378 -0.0173 -0.505
N 1.7366 -1.2596 -0.7906 0.147
C -0.0045 0.2113 -0.1780 -0.485
C -0.2791 1.4552 -1.0281 -0.017
C -0.7761 0.1278 1.1866 -0.033
C -1.6464 -0.9836 0.3541 -0.171
O -0.9384 -0.7448 -0.8212 -0.117
H 0.9180 -1.8872 -0.9603 0.117
H 2.6156 -1.5629 -0.4937 0.068
H -1.3248 1.6768 -1.1677 0.066
H 0.1277 2.4609 -0.6574 0.107
H 0.0116 1.1796 -2.1386 0.132
H -0.0686 -0.3186 1.9903 0.133
H -1.4037 0.9892 1.5047 0.110
H -2.7555 -0.9077 0.2136 0.127
H -1.3513 -1.8659 0.9327 0.102
```

Kohn-Sham gap ... 10.26 eV
Charge ... 0



2) Entry from OMol25: the molecule C5H10N2O (ωB97M-V/def2-TZVPD).

Geometry as XYZ:
```
18
Properties=species:S:1:pos:R:3:lowdin_charge:R:1
C -0.6221 -1.4419 0.8787 -0.078
C -0.4586 0.0308 0.5514 -0.253
C -1.1284 0.2321 -1.0592 -0.190
O -2.4742 -0.1407 -0.9507 -0.082
C 0.9408 0.4945 0.4762 -0.355
N 1.6431 0.7567 1.6611 0.092
C 1.5025 0.5628 -0.7269 -0.169
N 1.9966 1.1179 -1.7099 0.125
H -0.2330 -1.6425 1.8774 0.075
H -1.6744 -1.7167 0.8362 0.072
H -0.0784 -2.0522 0.1595 0.085
H -1.0307 0.6466 1.2534 0.137
H -0.6220 -0.3665 -1.8225 0.110
H -1.0372 1.2997 -1.2762 0.108
H -2.7786 -0.4832 -1.7971 0.090
H 2.4782 1.3103 1.5301 0.089
H 1.1068 0.8682 2.5105 0.089
H 2.4695 0.5240 -2.3919 0.055
```

Kohn-Sham gap ... 8.14 eV
Charge ... 0



3) Entry from OMol25: a cluster of 2 separate species, C5H10N2O in total (ωB97M-V/def2-TZVPD).

Geometry as XYZ:
```
18
Properties=species:S:1:pos:R:3:lowdin_charge:R:1
C 1.7129 1.0644 0.1028 -0.086
N 0.4421 0.6139 0.6608 -0.062
C -0.9657 0.7385 -0.0799 -0.487
C -0.8418 0.5432 -1.5679 -0.016
O -1.8833 1.2922 0.5005 0.015
H 1.7531 0.9141 -0.9746 0.075
H 2.5372 0.5172 0.5623 0.077
H 1.8365 2.1296 0.3073 0.085
H 0.3015 1.0125 1.5878 0.128
H -0.5344 1.4808 -2.0316 0.092
H -0.1000 -0.2204 -1.8107 0.081
H -1.8082 0.2060 -1.9507 0.090
C 1.0749 -2.1305 0.9883 0.021
C 0.1182 -1.3223 0.9531 -0.285
N -1.3579 -1.2042 0.7024 0.060
H 1.3796 -3.1009 0.6272 0.004
H -1.7647 -1.8130 0.0025 0.109
H -1.9000 -0.7212 1.4204 0.100
```

Kohn-Sham gap ... 8.17 eV
Charge ... 0



It is 3) that is the least stable of them.



1) Entry from OMol25: a structure of composition C2H2N2O3 (ωB97M-V/def2-TZVPD).

Geometry as XYZ:
```
9
Properties=species:S:1:pos:R:3:lowdin_charge:R:1
C 0.7857 0.7512 -0.1865 -0.519
C -1.2366 -1.1823 0.3161 -0.182
H 1.8851 -0.7043 -1.0036 0.303
H -1.8425 -2.0646 0.3529 0.134
N 0.6595 -0.3584 -0.8859 0.111
N -1.2089 -0.2243 1.1304 0.114
O 1.2009 1.8040 -0.6708 0.109
O -0.0996 -1.5298 -0.3866 -0.049
O -0.2877 0.9051 0.8276 -0.020
```

Kohn-Sham gap ... 10.20 eV
Charge ... 0



2) Entry from OMol25: the molecule C2H2N2O3 (ωB97M-V/def2-TZVPD).

Geometry as XYZ:
```
9
Properties=species:S:1:pos:R:3:lowdin_charge:R:1
O 2.3181 -0.7674 -0.1235 0.131
C 1.2542 -0.2511 0.0265 -0.510
N 0.8306 1.0117 -0.0134 0.086
N -0.5804 1.1898 0.0361 0.165
C -0.9368 -0.0302 0.0515 -0.461
O -2.1973 -0.5070 -0.1477 0.119
O 0.0281 -0.9807 0.1869 0.147
H 1.4619 1.8201 -0.0199 0.177
H -2.1783 -1.4851 0.0036 0.146
```

Kohn-Sham gap ... 10.10 eV
Charge ... 0



3) Entry from OMol25: the molecule C2H2N2O3 (ωB97M-V/def2-TZVPD).

Geometry as XYZ:
```
9
Properties=species:S:1:pos:R:3:lowdin_charge:R:1
N -1.1699 1.5798 -1.5621 0.206
C -0.5756 1.1370 -0.7171 -0.150
C 0.0811 0.4472 0.3563 -0.377
O -0.3845 0.5724 1.6214 0.076
O 0.0586 -1.0145 0.0079 -0.032
N 1.0136 -1.3760 -0.8297 -0.096
O 1.0447 -2.5310 -1.0854 0.062
H 1.2203 0.8189 0.4650 0.208
H -1.2883 0.3662 1.7438 0.102
```

Kohn-Sham gap ... 10.74 eV
Charge ... 0



4) Entry from OMol25: a cluster of 2 separate species, C2H2N2O3 in total (ωB97M-V/def2-TZVPD).

Geometry as XYZ:
```
9
Properties=species:S:1:pos:R:3:lowdin_charge:R:1
O 0.9081 2.0224 0.2236 0.143
C 0.9911 0.8426 0.1835 -0.404
N 1.5517 -0.1708 0.5027 0.043
O 1.1393 -1.4972 0.6238 -0.027
H 0.2622 -1.3963 1.0978 0.118
N -0.7425 0.0458 -1.1055 0.200
C -1.5842 0.0637 -0.2411 -0.395
O -2.1147 0.3167 0.7586 0.177
H -0.4109 -0.2268 -2.0434 0.145
```

Kohn-Sham gap ... 9.88 eV
Charge ... 0



It is 1) that is the least stable of them.



1) Entry from OMol25: the molecule C5H12S2Si (ωB97M-V/def2-TZVPD).

Geometry as XYZ:
```
20
Properties=species:S:1:pos:R:3:lowdin_charge:R:1
C -1.4012 1.7282 -0.8385 -0.179
Si -0.5764 0.1282 -0.0576 0.506
C -0.4632 -1.0604 -1.5233 -0.192
C -1.6635 -0.2887 1.5430 -0.189
C 1.1768 0.5173 0.4594 -0.586
S 2.1491 1.6992 -0.8749 0.430
C 2.0805 -0.3031 1.1706 -0.652
S 2.5890 -1.6114 -0.0595 0.703
H -0.5213 2.1173 -1.2531 -0.063
H -2.1238 1.4905 -1.5465 -0.007
H -1.8960 2.4173 -0.0869 0.053
H -0.7110 -0.4695 -2.3988 0.027
H 0.5128 -1.6743 -1.6141 0.011
H -1.2988 -1.7166 -1.3546 0.012
H -2.1006 -1.4102 1.4156 0.069
H -1.1024 -0.5169 2.4126 -0.031
H -2.4961 0.4285 1.7937 0.033
H 2.9204 0.2058 1.5565 0.048
H 1.5152 -0.9612 1.9928 0.118
H 3.4105 -0.7201 -0.7366 -0.110
```

Kohn-Sham gap (spin up / spin down) ... 6.87 / 7.47 eV
Charge ... 0



2) Entry from OMol25: the molecule C5H12S2Si (ωB97M-V/def2-TZVPD).

Geometry as XYZ:
```
20
Properties=species:S:1:pos:R:3:lowdin_charge:R:1
C -0.1808 -2.1003 -1.2195 -0.203
Si 0.0706 -0.2910 -0.7023 0.443
C -0.9062 0.9925 -1.7208 -0.199
C 1.8623 0.3544 -0.4213 -0.203
C -0.6345 -0.2694 1.0396 -0.622
S -2.5649 -0.6973 1.0431 0.428
C -0.0498 0.1250 2.2996 -0.596
S 0.4059 1.9137 2.0498 0.739
H -1.2746 -2.3278 -1.0873 0.020
H 0.2254 -2.4697 -2.1920 0.036
H 0.3692 -2.7295 -0.4992 0.027
H -0.7073 2.0219 -1.4469 0.011
H -0.7042 0.9167 -2.8359 0.044
H -2.0410 0.8460 -1.4652 0.044
H 2.2576 0.9161 -1.2562 0.012
H 1.7297 1.0135 0.5429 -0.045
H 2.7008 -0.3610 -0.2334 0.036
H -0.6325 0.0595 3.1327 0.024
H 0.8774 -0.3901 2.5160 0.086
H -0.8031 2.4768 2.4562 -0.081
```

Kohn-Sham gap (spin up / spin down) ... 7.28 / 7.28 eV
Charge ... 0



It is 1) that is the least stable of them.



1) Entry from OMol25: a cluster of 2 separate species, C4H9O2 in total (ωB97M-V/def2-TZVPD).

Geometry as XYZ:
```
15
Properties=species:S:1:pos:R:3:lowdin_charge:R:1
C -3.8371 -0.2550 0.1239 -0.086
C 1.1337 1.1523 0.5403 0.052
C 2.2959 -0.7160 -0.6610 0.031
C 1.1064 -0.1917 -0.0317 -0.303
O 0.0352 -0.8483 -0.1623 0.250
O -2.6938 -0.0919 -0.1229 -0.001
H -4.6130 -0.3129 -0.6757 0.107
H -4.2564 -0.2926 1.1196 0.089
H 0.9934 1.7559 -0.3125 0.122
H 0.4431 1.4529 1.2628 0.100
H 2.0856 1.3382 0.9913 0.113
H 2.6620 0.0503 -1.3350 0.123
H 2.3759 -1.7816 -0.9913 0.131
H 3.0803 -0.8247 0.2007 0.164
H -0.8112 -0.4349 0.0537 0.109
```

Kohn-Sham gap ... 9.27 eV
Charge ... +1



2) Entry from OMol25: a structure of composition C4H9O2 (ωB97M-V/def2-TZVPD).

Geometry as XYZ:
```
15
Properties=species:S:1:pos:R:3:lowdin_charge:R:1
C -1.1645 -1.1560 -0.3422 0.012
C 2.2656 0.0290 0.0715 0.096
C -0.6230 0.9423 0.9760 0.018
C -0.3581 0.1051 -0.1922 -0.404
O -0.0674 0.7379 -1.3184 0.115
O 1.2814 -0.5660 0.4297 0.069
H -2.0644 -0.9589 -1.0219 0.139
H -1.7751 -1.5690 0.5047 0.126
H 3.2854 -0.1358 0.4413 0.145
H 2.0877 0.7421 -0.6189 0.076
H -0.7224 -1.9572 -0.8967 0.089
H -0.2553 1.8922 0.9677 0.078
H -0.3406 0.4505 1.9387 0.142
H -1.6172 1.1646 1.2488 0.108
H 0.0680 0.2793 -2.1880 0.191
```

Kohn-Sham gap ... 11.88 eV
Charge ... +1



It is 2) that is the least stable of them.



1) Entry from OMol25: the molecule Cl2NO3P (ωB97M-V/def2-TZVPD).

Geometry as XYZ:
```
7
Properties=species:S:1:pos:R:3:lowdin_charge:R:1
O -1.6581 -0.6545 -0.1237 0.099
N -0.7591 -0.0930 0.4109 -0.527
O -0.7827 0.5362 1.4269 0.015
P 0.9663 -0.1320 -0.3327 -0.033
O 0.8343 -0.7261 -1.7302 -0.386
Cl 1.8111 1.6950 -0.2299 0.378
Cl 1.9727 -1.1476 0.9711 0.452
```

Kohn-Sham gap ... 10.62 eV
Charge ... 0



2) Entry from OMol25: the molecule Cl2NO3P (ωB97M-V/def2-TZVPD).

Geometry as XYZ:
```
7
Properties=species:S:1:pos:R:3:lowdin_charge:R:1
O -1.1949 0.7768 -1.2711 0.006
N -1.1008 0.1276 -0.2451 -0.525
O -2.0111 -0.3321 0.3924 0.087
P 0.5974 -0.1240 0.3211 -0.155
O 0.8738 -0.4615 1.7503 -0.385
Cl 1.4174 -1.5043 -0.7688 0.460
Cl 1.4181 1.5175 -0.1789 0.513
```

Kohn-Sham gap ... 10.45 eV
Charge ... 0



It is 2) that is the least stable of them.